(1)
Computed, not measured: a single C14H19NOS molecule, with ωB97M-V/def2-TZVPD.

Summary:
HOMO-LUMO gap: 9.41 eV
F_max: 0.8 eV/Å
Electronic energy: -29200.0056 eV
ΔE to the lowest compared entry with this formula, charge and spin: 39.18 kJ/mol
Molecular weight: 249.4 g/mol

Last column: Mulliken charge in e.
Cartesian coordinates (Å):
O (-0.66, -1.85, -1.25)  -0.6756
C (-0.76, -0.90, -0.49)  0.9548
N (-1.87, -0.69, 0.26)  0.0949
C (-3.06, -1.46, -0.01)  -0.9888
H (-2.82, -2.20, -0.77)  0.3968
C (-4.17, -0.53, -0.48)  -0.5532
C (-4.42, 0.57, 0.55)  -0.7461
C (-3.12, 1.31, 0.85)  -0.3567
C (-2.05, 0.31, 1.28)  -1.0049
H (-1.11, 0.81, 1.49)  0.4895
H (-2.38, -0.20, 2.19)  0.3529
H (-3.27, 2.05, 1.64)  0.3590
H (-2.78, 1.83, -0.05)  0.1849
H (-5.18, 1.26, 0.19)  0.3559
H (-4.80, 0.12, 1.47)  0.3165
H (-5.08, -1.10, -0.65)  0.3459
H (-3.87, -0.07, -1.43)  0.2935
H (-3.37, -1.97, 0.91)  0.3870
C (0.37, 0.05, -0.35)  0.6171
C (1.69, -0.28, -0.26)  -0.8709
C (2.56, 0.84, -0.30)  0.7166
C (1.89, 2.01, -0.45)  -0.8629
S (0.19, 1.77, -0.55)  -0.1766
H (2.28, 3.01, -0.52)  0.4687
C (4.01, 0.60, -0.09)  -0.7616
C (4.14, -0.33, 1.12)  -0.6068
C (3.42, -1.68, 0.91)  -0.7389
C (2.30, -1.64, -0.15)  -0.6312
H (2.72, -1.88, -1.13)  0.3626
H (1.54, -2.39, 0.07)  0.3216
H (3.00, -2.00, 1.86)  0.2752
H (4.15, -2.44, 0.61)  0.3072
H (5.20, -0.51, 1.33)  0.3581
H (3.71, 0.18, 1.98)  0.3534
H (4.55, 1.53, 0.08)  0.3824
H (4.44, 0.12, -0.98)  0.2799

(2)
Computed, not measured: a molecular structure, C14H20Br3F2N4Si, with ωB97M-V/def2-TZVPD.

Summary:
HOMO-LUMO gap: 8.12 eV
F_max: 0.5 eV/Å
Electronic energy: -244237.0832 eV
ΔE to the lowest compared entry with this formula, charge and spin: 0.00 kJ/mol
Total charge: +1
Molecular weight: 550.1 g/mol

Last column: Mulliken charge in e.
Cartesian coordinates (Å):
C (-0.09, 1.06, -1.87)  -0.9981
Si (1.30, -0.08, -1.32)  0.5437
C (1.96, -1.05, -2.77)  -1.2769
C (0.69, -1.23, 0.08)  -0.6611
C (-0.04, -2.52, -0.31)  -1.2082
C (-1.28, -2.40, -1.16)  0.6306
F (-1.00, -2.26, -2.48)  -0.2631
F (-2.06, -3.50, -1.02)  -0.3286
N (-2.16, -1.25, -0.86)  0.2258
C (-2.96, -0.58, -1.70)  -0.1332
N (-3.62, 0.38, -1.07)  -0.4848
C (-3.24, 0.31, 0.21)  0.1656
N (-3.62, 1.10, 1.24)  -0.3093
N (-2.35, -0.70, 0.35)  0.1488
C (2.62, 1.02, -0.57)  0.4277
C (3.12, 2.07, -1.35)  -0.3040
C (4.10, 2.93, -0.86)  -0.7168
C (4.59, 2.76, 0.43)  -0.4359
C (4.12, 1.72, 1.21)  -0.7212
C (3.14, 0.86, 0.72)  -0.1332
H (-0.75, 1.27, -1.03)  0.0949
H (-0.66, 0.68, -2.72)  0.2974
H (0.34, 2.02, -2.16)  0.5070
H (1.82, -2.13, -2.68)  0.3552
H (1.42, -0.75, -3.68)  0.3625
H (3.01, -0.86, -2.94)  0.4395
H (0.12, -0.63, 0.79)  0.6370
H (1.59, -1.54, 0.61)  0.3173
H (0.63, -3.15, -0.89)  0.4716
H (-0.33, -3.10, 0.57)  0.4557
H (-3.04, -0.80, -2.75)  0.5023
H (-4.58, 1.15, 1.53)  0.2437
H (-2.99, 1.81, 1.58)  0.2341
H (-1.88, -1.04, 1.18)  0.1591
H (2.75, 2.22, -2.35)  0.3111
H (4.47, 3.73, -1.48)  0.3961
H (5.35, 3.43, 0.81)  0.3909
H (4.50, 1.57, 2.21)  0.3890
H (2.80, 0.06, 1.36)  0.2164
C (-3.58, -0.40, 4.98)  -0.3257
Br (-2.15, -1.29, 4.03)  0.0282
Br (-5.23, -1.37, 4.80)  0.0254
Br (-3.10, -0.09, 6.80)  0.0356
H (-3.72, 0.56, 4.50)  0.2878

(3)
Computed, not measured: a molecular structure, C14H20Cl2InN2O2PSe at a distorted geometry, with ωB97M-V/def2-TZVPD.

Summary:
HOMO-LUMO gap: 3.48 eV
F_max: 8.6 eV/Å
Electronic energy: -126756.0795 eV
ΔE to the lowest compared entry with this formula, charge and spin: 214.40 kJ/mol
Total charge: +2
Molecular weight: 544.0 g/mol

Last column: Mulliken charge in e.
Cartesian coordinates (Å):
C (1.20, -3.37, -3.80)  -0.9338
C (0.62, -2.93, -2.57)  0.5213
H (0.97, -4.43, -3.95)  0.3853
H (2.28, -3.25, -3.86)  0.3452
H (0.79, -2.71, -4.58)  0.3082
O (0.21, -3.47, -1.57)  -0.1747
Cl (2.36, -1.10, -1.65)  -0.2430
In (0.08, -0.69, -2.24)  0.8256
P (-2.37, -1.35, -1.44)  0.7823
C (-2.78, -2.30, 0.10)  -1.1718
C (-3.68, -0.05, -1.39)  -1.1561
H (-2.85, -2.05, -3.73)  0.3962
H (-4.13, -2.59, -2.64)  0.4251
H (-2.59, -3.46, -2.70)  0.3585
C (-3.05, -2.47, -2.74)  -1.2548
H (-3.53, 0.66, -2.21)  0.3704
H (-4.69, -0.49, -1.48)  0.4317
H (-3.86, -2.51, 0.19)  0.4120
H (-2.46, -1.71, 0.98)  0.3710
H (-3.62, 0.50, -0.44)  0.3833
H (-2.23, -3.26, 0.12)  0.3395
C (0.71, -1.86, 0.57)  0.1784
O (1.41, -2.65, 1.03)  -0.2235
Cl (-0.32, -0.56, -4.61)  -0.3672
C (0.28, 4.29, 1.05)  -1.0080
N (0.74, 2.95, 1.38)  0.2007
C (0.84, 1.90, 0.50)  -0.1155
Se (0.24, 1.85, -1.23)  -0.0827
N (1.55, 0.94, 1.14)  0.3473
C (1.89, 1.35, 2.42)  0.4222
C (2.83, 0.85, 3.31)  -0.5955
C (3.25, 1.69, 4.37)  -0.5874
C (2.73, 2.98, 4.53)  -0.6525
C (1.79, 3.50, 3.63)  -0.5161
C (1.38, 2.63, 2.60)  0.6572
H (-0.48, 4.23, 0.23)  0.3672
H (1.13, 4.93, 0.73)  0.3361
H (-0.17, 4.72, 1.97)  0.3529
H (1.85, 0.03, 0.74)  0.0638
H (3.22, -0.16, 3.14)  0.3969
H (3.97, 1.31, 5.09)  0.3934
H (3.07, 3.59, 5.36)  0.4102
H (1.41, 4.52, 3.64)  0.3005

(4)
Computed, not measured: a molecular structure, C14H20ClN4O4Sn, with ωB97M-V/def2-TZVPD.

Summary:
HOMO-LUMO gap: 9.46 eV
F_max: 0.5 eV/Å
Electronic energy: -47343.7404 eV
ΔE to the lowest compared entry with this formula, charge and spin: 77.96 kJ/mol
Total charge: +1
Molecular weight: 462.5 g/mol

Last column: Mulliken charge in e.
Cartesian coordinates (Å):
Sn (-1.04, 0.74, 0.40)  1.0111
O (-3.15, 0.75, -1.94)  -0.4731
C (-2.83, -0.39, -2.76)  -0.6047
C (-3.57, -1.65, -2.32)  -0.4918
C (-3.31, -2.07, -0.86)  -0.9892
C (-1.91, -2.61, -0.64)  0.6347
C (-1.60, -3.91, -1.01)  -0.5218
C (-0.32, -4.40, -0.81)  -0.3731
C (0.63, -3.57, -0.25)  -0.8696
C (0.26, -2.28, 0.09)  0.0434
N (-0.98, -1.81, -0.10)  0.0136
H (-4.08, 0.99, -2.09)  0.3044
H (-1.75, -0.52, -2.67)  0.2989
H (-3.05, -0.17, -3.80)  0.3720
H (-3.28, -2.46, -2.99)  0.3719
H (-4.64, -1.49, -2.46)  0.3546
H (-4.02, -2.84, -0.60)  0.4102
H (-3.47, -1.22, -0.20)  0.1469
H (-2.37, -4.54, -1.44)  0.4143
H (-0.07, -5.41, -1.09)  0.4241
H (1.64, -3.91, -0.06)  0.4222
H (0.97, -1.60, 0.54)  0.3047
Cl (-1.58, 3.41, 1.56)  -0.1618
C (-1.20, 2.99, 3.26)  -0.2472
C (-0.42, 1.67, 3.31)  0.5588
O (0.56, 1.62, 4.05)  -0.7324
O (-0.87, 0.70, 2.58)  -0.6856
H (-2.14, 2.89, 3.80)  0.3056
H (-0.61, 3.79, 3.68)  0.3198
C (4.89, 2.31, 0.43)  -1.0797
N (3.52, 1.89, 0.16)  0.0783
C (2.91, 1.86, -1.16)  -0.3652
C (1.51, 1.39, -0.80)  0.3393
O (0.58, 1.17, -1.57)  -0.6453
N (1.40, 1.24, 0.54)  0.0305
C (2.61, 1.54, 1.08)  0.1122
N (2.87, 1.47, 2.37)  -0.2580
H (5.44, 2.33, -0.50)  0.3647
H (5.39, 1.60, 1.10)  0.3945
H (4.92, 3.31, 0.87)  0.3425
H (3.40, 1.16, -1.83)  0.3401
H (2.88, 2.85, -1.63)  0.3512
H (2.10, 1.37, 3.04)  0.2047
H (3.75, 1.80, 2.72)  0.2295

(5)
Computed, not measured: 2 unconnected molecules or ions with the total composition C14H20F2O5S, with ωB97M-V/def2-TZVPD.

Summary:
HOMO-LUMO gap: 10.32 eV
F_max: 0.8 eV/Å
Electronic energy: -41349.3001 eV
ΔE to the lowest compared entry with this formula, charge and spin: 13.35 kJ/mol
Molecular weight: 338.4 g/mol

Last column: Mulliken charge in e.
Cartesian coordinates (Å):
C (0.17, 0.35, 3.60)  -1.2006
C (0.35, -0.56, 2.38)  -0.2267
C (-0.94, -0.96, 1.67)  -0.7034
O (-1.33, -0.08, 0.60)  -0.3152
C (-1.57, 1.21, 0.96)  0.0235
O (-2.60, 1.31, 2.00)  -0.3493
S (-4.03, 1.08, 1.31)  1.1254
O (-4.91, 2.10, 1.75)  -0.6009
O (-4.44, -0.28, 1.41)  -0.5761
O (-3.56, 1.34, -0.21)  -0.4141
C (-2.25, 1.97, -0.15)  -0.0284
C (-1.55, 2.01, -1.48)  0.2726
F (-2.23, 2.95, -2.26)  -0.3982
C (-0.10, 2.43, -1.35)  -0.1697
C (0.53, 2.74, -2.70)  -1.4984
H (1.01, 0.23, 4.28)  0.4043
H (-0.75, 0.11, 4.13)  0.2681
H (0.15, 1.41, 3.34)  0.2997
H (1.06, -0.16, 1.66)  0.1352
H (0.78, -1.50, 2.73)  0.4749
H (-1.75, -1.11, 2.37)  0.3430
H (-0.78, -1.92, 1.18)  0.4315
H (-0.71, 1.77, 1.33)  0.4275
H (-2.44, 2.99, 0.19)  0.4461
H (-1.64, 1.05, -2.00)  0.2848
H (0.43, 1.62, -0.84)  0.0518
H (-0.04, 3.32, -0.72)  0.3936
H (0.22, 3.70, -3.08)  0.3666
H (0.31, 1.97, -3.44)  0.3462
H (1.62, 2.76, -2.58)  0.4139
F (2.80, -0.80, 0.42)  -0.3396
C (2.70, -1.81, -0.47)  0.3702
C (3.60, -2.85, -0.41)  -0.5436
C (3.48, -3.89, -1.31)  -0.3674
C (2.47, -3.88, -2.26)  -0.5333
C (1.57, -2.83, -2.30)  -0.5234
C (1.67, -1.78, -1.40)  -0.0739
H (4.39, -2.83, 0.34)  0.4310
H (4.19, -4.71, -1.28)  0.3647
H (2.38, -4.69, -2.97)  0.3790
H (0.78, -2.82, -3.04)  0.3782
H (0.98, -0.95, -1.40)  0.4304

(6)
Computed, not measured: a molecular structure, C14H20F3N2O4PZr at a distorted geometry, with ωB97M-V/def2-TZVPD.

Summary:
HOMO-LUMO gap (alpha / beta): 7.71 / 5.14 eV
F_max: 7.5 eV/Å
Multiplicity: 2
Electronic energy: -44705.1990 eV
ΔE to the lowest compared entry with this formula, charge and spin: 118.13 kJ/mol
⟨S²⟩: 0.772
Total charge: +3
Molecular weight: 459.5 g/mol

Last column: Mulliken spin population.
Cartesian coordinates (Å):
C (-1.07, 2.50, -1.30)  0.0448
C (-0.51, 1.37, -2.11)  0.1942
N (-0.17, 0.26, -1.41)  -0.0064
C (-0.28, -0.91, -2.11)  0.1485
C (0.01, -0.93, -3.49)  0.1995
C (-0.11, 0.26, -4.20)  -0.0072
C (-0.48, 1.41, -3.50)  0.1575
C (-0.83, -2.00, -1.31)  0.0449
P (-0.19, -2.36, 0.40)  0.0779
H (-0.71, 2.35, -4.00)  -0.0030
H (0.26, -1.88, -3.95)  -0.0043
H (-0.01, 0.26, -5.28)  0.0073
C (0.81, 2.99, 0.13)  0.0010
C (-1.40, 3.20, 1.06)  0.0008
H (-0.61, -3.02, -1.78)  0.0022
H (-2.18, 2.43, -1.27)  0.0269
H (-0.80, 3.48, -1.70)  0.0085
C (1.40, -3.20, 0.69)  -0.0019
C (-1.40, -3.64, 0.85)  0.0024
H (1.55, -3.23, 1.79)  0.0052
H (1.40, -4.24, 0.33)  0.0011
H (2.26, -2.66, 0.28)  -0.0003
H (-1.67, -3.55, 1.91)  0.0022
H (-2.30, -3.51, 0.23)  -0.0011
H (-0.95, -4.62, 0.65)  0.0007
H (-1.31, 4.26, 0.82)  -0.0003
H (-2.44, 2.89, 0.96)  0.0003
H (-1.06, 3.03, 2.10)  0.0000
H (0.76, 4.02, -0.23)  0.0022
H (1.23, 2.99, 1.15)  0.0001
H (1.48, 2.43, -0.54)  -0.0002
C (-0.83, -0.70, 2.94)  -0.0049
O (-0.84, -1.09, 4.01)  0.0017
Zr (-0.52, 0.20, 0.85)  0.0011
O (-2.41, -0.59, 0.00)  0.0321
H (-1.70, -1.56, -0.94)  0.0594
H (-3.14, -0.34, -0.59)  -0.0007
N (-0.57, 2.44, 0.12)  0.0093
F (4.17, 0.45, 3.59)  0.0001
C (2.88, 0.27, 3.24)  0.0004
F (2.39, -0.86, 3.84)  0.0000
F (2.14, 1.31, 3.71)  0.0000
C (2.70, 0.08, 1.70)  0.0001
O (3.59, -0.25, 0.99)  0.0008
O (1.44, 0.25, 1.33)  -0.0028

Which of these has the lowest electronic energy? C14H20Br3F2N4Si